The following is a quantum chemistry calculation of a molecular structure, C29H35N9S5Ti at a distorted geometry, from the OMol25 dataset.

Geometry (Å):
Ti (0.223, -0.100, -0.207)
C (2.322, 5.517, 1.111)
C (1.440, 5.652, -0.123)
S (0.294, 4.281, -0.471)
C (-0.673, 4.194, 1.064)
C (-0.130, 3.295, 2.197)
S (0.842, 1.815, 1.710)
C (2.305, 1.987, 2.791)
C (3.070, 3.315, 2.756)
S (3.408, 4.041, 1.118)
H (1.722, 5.491, 2.019)
H (2.975, 6.387, 1.165)
H (2.045, 5.709, -1.030)
H (0.854, 6.568, -0.045)
H (-1.668, 3.873, 0.763)
H (-0.752, 5.218, 1.428)
H (-0.953, 2.931, 2.810)
H (0.536, 3.869, 2.835)
H (2.948, 1.168, 2.472)
H (1.975, 1.802, 3.813)
H (4.042, 3.146, 3.218)
H (2.570, 4.082, 3.344)
N (-0.565, -1.228, -4.010)
C (-1.561, -2.059, -3.533)
C (-2.491, -2.863, -4.179)
C (-3.385, -3.542, -3.377)
C (-3.362, -3.417, -1.982)
C (-2.429, -2.626, -1.342)
C (-1.507, -1.949, -2.136)
N (-0.474, -1.081, -1.794)
C (0.045, -0.658, -2.949)
C (1.076, 0.346, -2.910)
C (1.858, 0.887, -3.888)
S (2.963, 1.995, -3.206)
C (2.319, 1.687, -1.655)
N (1.341, 0.827, -1.636)
H (-0.355, -1.048, -4.978)
H (-2.520, -2.948, -5.257)
H (-4.134, -4.173, -3.837)
H (-4.101, -3.949, -1.397)
H (-2.417, -2.503, -0.269)
H (1.844, 0.691, -4.948)
H (2.698, 2.185, -0.772)
C (-4.181, 1.709, -0.716)
C (-3.702, 1.419, 0.553)
C (-2.362, 1.122, 0.714)
N (-1.481, 1.087, -0.304)
C (-1.946, 1.460, -1.511)
C (-3.271, 1.756, -1.761)
H (-5.228, 1.921, -0.878)
H (-4.360, 1.425, 1.410)
H (-1.972, 0.913, 1.699)
H (-1.214, 1.555, -2.302)
H (-3.580, 2.038, -2.757)
C (-3.289, -3.107, 2.884)
N (-2.015, -3.726, 2.572)
C (-1.693, -5.057, 2.761)
C (-0.429, -5.235, 2.330)
N (0.008, -4.003, 1.882)
C (-0.961, -3.079, 2.030)
S (-0.915, -1.409, 1.722)
H (-3.852, -3.762, 3.543)
H (-3.865, -2.936, 1.974)
H (-3.121, -2.152, 3.374)
H (-2.387, -5.761, 3.186)
H (0.187, -6.115, 2.316)
H (0.919, -3.809, 1.503)
N (4.511, -2.982, -1.644)
C (3.790, -2.410, -0.659)
C (2.518, -1.852, -0.891)
N (1.814, -1.269, 0.088)
C (2.372, -1.284, 1.323)
C (3.621, -1.834, 1.529)
N (4.338, -2.388, 0.560)
H (4.171, -3.061, -2.583)
H (5.400, -3.388, -1.405)
H (2.081, -1.893, -1.879)
H (1.789, -0.876, 2.136)
H (4.071, -1.837, 2.515)

- Maximum force: 3.3 eV/Å
- Energy above the lowest of the compared OMol25 structures with the same formula, charge and spin: 125.9 kJ/mol
- Kohn-Sham gap (alpha / beta): 5.87 / 7.73 eV
- Multiplicity: 3
- Expectation value of S²: 2.0128
- Net charge: +2

The following is a quantum chemistry calculation of a molecular structure, C29H35NiO7P2S2 at a distorted geometry, from the OMol25 dataset.

Geometry (Å):
Ni (-0.165, -0.161, 0.355)
O (3.783, -0.119, -0.892)
C (2.784, 0.395, -0.410)
O (1.744, -0.234, -0.020)
C (2.819, 1.920, -0.246)
C (4.086, 2.504, -0.298)
C (4.255, 3.866, -0.152)
C (3.144, 4.682, 0.028)
C (1.886, 4.118, 0.071)
C (1.704, 2.735, -0.058)
P (-0.024, 2.112, 0.004)
C (-0.557, 3.106, 1.449)
C (-1.343, 4.251, 1.376)
C (-1.631, 4.974, 2.525)
C (-1.136, 4.560, 3.752)
C (-0.376, 3.401, 3.835)
C (-0.089, 2.677, 2.690)
C (-0.769, 2.980, -1.425)
C (-0.013, 3.583, -2.427)
C (-0.636, 4.211, -3.496)
C (-2.019, 4.233, -3.586)
C (-2.780, 3.603, -2.611)
C (-2.162, 2.969, -1.546)
H (4.932, 1.850, -0.455)
H (5.245, 4.303, -0.188)
H (3.259, 5.753, 0.139)
H (1.024, 4.760, 0.198)
H (-1.733, 4.585, 0.424)
H (-2.244, 5.865, 2.460)
H (-1.345, 5.138, 4.643)
H (-0.008, 3.062, 4.794)
H (0.483, 1.758, 2.757)
H (1.067, 3.569, -2.380)
H (-0.036, 4.681, -4.265)
H (-2.503, 4.735, -4.414)
H (-3.860, 3.600, -2.688)
H (-2.751, 2.446, -0.803)
C (-4.012, 1.302, 1.996)
C (-3.276, 0.005, 1.697)
C (-4.197, -1.188, 1.928)
O (-2.828, 0.039, 0.339)
C (-2.062, -0.164, 2.689)
O (-2.338, -0.172, 3.882)
O (-0.912, -0.368, 2.174)
H (-4.985, 1.312, 1.499)
H (-3.430, 2.150, 1.650)
H (-4.149, 1.384, 3.073)
H (-5.116, -1.082, 1.347)
H (-4.439, -1.238, 2.988)
H (-3.699, -2.116, 1.640)
H (-2.785, -0.869, -0.002)
C (0.636, -6.153, -3.050)
C (-0.464, -5.955, -2.018)
C (-1.747, -6.665, -2.421)
O (-0.756, -4.557, -1.881)
P (-0.188, -3.730, -0.603)
S (1.713, -4.088, -0.289)
S (-0.977, -1.927, -1.040)
O (-0.966, -4.385, 0.657)
C (-2.238, -3.962, 1.169)
C (-3.371, -4.261, 0.196)
C (-2.416, -4.689, 2.489)
H (0.907, -7.209, -3.102)
H (1.508, -5.570, -2.762)
H (0.293, -5.818, -4.031)
H (-0.124, -6.345, -1.054)
H (-2.112, -6.268, -3.370)
H (-2.515, -6.517, -1.664)
H (-1.556, -7.734, -2.530)
H (-2.179, -2.885, 1.352)
H (-3.478, -5.340, 0.069)
H (-3.165, -3.806, -0.771)
H (-4.313, -3.863, 0.578)
H (-2.429, -5.767, 2.321)
H (-3.351, -4.388, 2.964)
H (-1.585, -4.453, 3.152)

- Maximum force: 1.2 eV/Å
- Kohn-Sham gap (alpha / beta): 7.61 / 7.42 eV
- Multiplicity: 3
- Expectation value of S²: 2.0067
- Net charge: -1

The following is a quantum chemistry calculation of a molecular structure, C29H36AsMnN4O3S2 at a distorted geometry, from the OMol25 dataset.

Geometry (Å):
Mn (-0.039, 1.407, -0.261)
C (1.714, -8.887, 0.491)
O (2.012, -7.582, 0.987)
C (1.075, -6.900, 1.623)
C (1.434, -5.603, 2.047)
C (0.525, -4.801, 2.674)
C (-0.785, -5.275, 2.917)
C (-1.117, -6.595, 2.563)
C (-0.211, -7.387, 1.902)
N (-1.748, -4.536, 3.537)
N (-1.831, -3.351, 3.787)
C (-1.552, -2.193, 3.164)
C (-1.375, -1.063, 3.991)
C (-0.999, 0.162, 3.504)
C (-0.795, 0.335, 2.126)
O (-0.431, 1.425, 1.570)
C (-1.046, -0.789, 1.245)
N (-0.871, -0.518, -0.073)
C (-1.157, -1.468, -0.946)
C (-1.685, -2.700, -0.565)
C (-1.861, -2.986, 0.769)
C (-1.483, -2.031, 1.727)
H (2.597, -9.207, -0.051)
H (0.860, -8.862, -0.188)
H (1.515, -9.585, 1.306)
H (2.443, -5.260, 1.862)
H (0.814, -3.813, 3.009)
H (-2.104, -6.969, 2.800)
H (-0.497, -8.388, 1.613)
H (-1.493, -1.206, 5.058)
H (-0.848, 0.999, 4.171)
H (-0.986, -1.247, -1.993)
H (-1.969, -3.413, -1.326)
H (-2.310, -3.924, 1.058)
C (2.527, 3.747, 1.798)
As (3.201, 2.844, 0.225)
C (5.115, 2.740, 0.465)
C (2.931, 3.959, -1.342)
S (2.414, 0.879, 0.106)
H (2.600, 4.828, 1.688)
H (3.121, 3.426, 2.652)
H (1.494, 3.445, 1.951)
H (5.510, 3.734, 0.671)
H (5.580, 2.344, -0.435)
H (5.328, 2.082, 1.304)
H (3.098, 5.002, -1.076)
H (1.919, 3.825, -1.714)
H (3.648, 3.662, -2.105)
C (-0.388, 0.995, -6.550)
C (-0.260, 1.114, -5.066)
C (-1.312, 1.541, -4.258)
C (-1.141, 1.623, -2.893)
N (0.009, 1.317, -2.269)
C (1.031, 0.921, -3.044)
C (0.934, 0.806, -4.415)
H (-1.427, 1.033, -6.869)
H (0.064, 0.069, -6.904)
H (0.145, 1.816, -7.035)
H (-2.265, 1.805, -4.697)
H (-1.964, 1.923, -2.252)
H (1.953, 0.685, -2.532)
H (1.790, 0.462, -4.980)
O (-0.142, 3.500, -0.436)
S (-0.572, 4.819, 0.195)
C (-1.813, 5.526, -0.951)
C (-3.033, 5.832, -0.094)
C (-3.193, 4.608, 0.801)
C (-1.833, 4.422, 1.464)
H (-2.010, 4.751, -1.693)
H (-1.378, 6.394, -1.442)
H (-3.916, 6.026, -0.701)
H (-2.849, 6.719, 0.516)
H (-3.426, 3.730, 0.194)
H (-3.986, 4.729, 1.538)
H (-1.628, 3.408, 1.803)
H (-1.674, 5.121, 2.285)

- Maximum force: 2.0 eV/Å
- Energy above the lowest of the compared OMol25 structures with the same formula, charge and spin: 11.3 kJ/mol
- Kohn-Sham gap (alpha / beta): 6.11 / 5.72 eV
- Multiplicity: 5
- Expectation value of S²: 6.0510
- Net charge: +2